DFT (the ωB97M-V functional and the def2-TZVPD basis) results for 2 unconnected molecules or ions with the total composition C3H7ClN2 at a distorted geometry.

ORCA input file:
```
! wB97M-V def2-TZVPD RIJCOSX def2/J DEFGRID3
* xyz 0 1
C -0.498 1.891 0.315
C 0.038 0.989 1.119
C 0.866 -0.026 0.626
N -0.221 -1.809 -1.769
N -0.896 -1.581 -0.572
Cl -1.919 -0.352 -0.677
H -1.277 2.610 0.648
H 0.059 2.080 -0.636
H -0.148 0.994 2.248
H 1.277 -0.719 1.336
H 1.324 0.106 -0.300
H 0.554 -2.483 -1.697
H -0.753 -1.956 -2.588
*
```

Properties
orbital gap (alpha / beta): 8.3 / 7.7 eV
E_tot: -688.0090 Eh
ΔE to the lowest compared entry with this formula, charge and spin: 130.4 kcal per mole